Entry 1:
Density functional theory data (ωB97M-V/def2-TZVPD) for a 3-piece molecular cluster, C20H38FN3O13S overall.

XYZ file:
```
76
Properties=species:S:1:pos:R:3:forces:R:3:lowdin_charge:R:1
N -2.04254 -2.39577 1.93303 1.7 -3.3 2.0 0.22
C -2.43065 -1.53802 1.33065 -2.5 4.5 -2.5 -0.20
C -3.00990 -0.25495 0.72709 1.2 -1.2 0.1 -0.15
C -2.10797 0.92825 1.25100 -0.4 0.1 0.4 -0.14
O -1.86724 1.84151 0.19753 0.7 -0.4 0.3 -0.09
C -0.68888 1.53721 -0.51954 0.0 1.0 -1.1 -0.24
O 0.44581 1.71511 0.29882 -0.3 -0.8 -0.3 -0.10
C 1.52251 0.84051 -0.04638 0.9 -0.4 1.2 -0.16
C 1.25880 -0.68101 0.29481 -0.8 0.5 -1.1 -0.20
O 1.77393 -1.46336 -0.79500 0.0 -0.2 0.6 -0.08
C -4.54427 -0.12352 1.11367 0.2 -0.7 1.9 -0.40
C -4.74846 -0.94803 2.39030 0.3 3.0 -4.8 -0.17
N -5.08975 -1.45201 3.32690 -1.0 -1.9 3.5 0.24
O -4.95539 1.18418 1.40488 1.1 -1.2 1.1 -0.07
N -5.54646 1.85010 0.27293 -0.4 0.9 -2.0 0.03
O -4.80383 2.56495 -0.23822 -0.3 0.0 0.5 0.18
S -5.52162 -0.93959 -0.25644 -0.2 -2.9 -3.0 0.71
O -5.44174 -2.36211 -0.15521 -0.3 0.6 1.7 -0.22
O -5.01190 -0.51862 -1.52976 -0.6 1.8 0.9 -0.25
F -7.08372 -0.57640 -0.14244 1.8 0.3 0.4 -0.14
H -2.83965 -0.34553 -0.36559 -0.4 0.3 0.5 0.14
H -2.57796 1.51076 2.07289 0.0 -0.6 -0.6 0.15
H -1.19101 0.47970 1.68537 -0.3 0.4 -0.5 0.13
H -0.63151 2.27776 -1.35361 -0.3 -0.5 0.6 0.16
H -0.76014 0.53256 -1.00161 0.2 0.3 0.6 0.14
H 2.37728 1.14437 0.60131 -0.6 0.1 -0.5 0.13
H 1.88431 0.97274 -1.09280 -0.6 -0.3 0.5 0.13
H 0.16329 -0.90210 0.34701 0.7 0.4 0.3 0.09
H 1.70436 -0.97344 1.26834 0.0 0.0 -0.8 0.12
H 1.06684 -1.52870 -1.45026 0.3 0.0 0.1 0.08
C 2.45621 3.03318 -5.06880 -0.2 0.0 0.0 -0.11
O 1.06253 3.02091 -5.29431 0.1 -0.2 -0.1 -0.21
C 0.69934 3.72381 -6.47520 -0.2 -0.1 0.4 -0.20
C -0.63828 3.23365 -6.99960 0.1 0.0 -0.2 -0.18
O -0.55663 2.00158 -7.71032 0.0 0.0 0.2 -0.13
C -0.31790 0.83292 -6.93244 -0.1 -0.1 -0.2 -0.18
C -1.51577 0.39437 -6.11033 0.3 0.1 0.3 -0.20
O -1.64647 1.20028 -4.94651 -0.1 0.2 -0.1 -0.21
C -2.98010 1.26337 -4.48277 0.2 0.0 0.0 -0.11
H 2.81386 4.05539 -4.90662 0.1 0.0 0.0 0.09
H 2.65929 2.43894 -4.17814 -0.1 0.1 0.0 0.08
H 2.98714 2.57899 -5.91282 0.1 0.1 0.0 0.09
H 1.46317 3.59030 -7.25072 0.0 0.0 0.0 0.13
H 0.62300 4.78795 -6.21812 0.0 0.1 -0.2 0.13
H -0.99605 3.96224 -7.73147 0.1 -0.1 -0.1 0.13
H -1.38920 3.18321 -6.20989 0.2 0.0 0.2 0.12
H 0.57693 0.94440 -6.31828 -0.1 0.0 0.2 0.12
H -0.10793 0.04424 -7.65916 -0.1 0.0 0.0 0.13
H -1.37333 -0.64352 -5.78284 -0.1 -0.1 -0.2 0.13
H -2.42005 0.45748 -6.72595 0.0 0.0 0.0 0.13
H -3.63732 1.68043 -5.25371 -0.1 -0.1 0.0 0.09
H -3.00480 1.92602 -3.61761 0.1 0.0 0.0 0.08
H -3.33182 0.27026 -4.18342 -0.2 0.0 0.0 0.09
C 5.18001 0.02529 5.58073 -0.1 -0.2 -0.1 -0.11
O 4.56291 -1.22569 5.36688 -0.2 0.2 0.1 -0.21
C 4.76592 -2.12153 6.45095 -0.1 -0.1 -0.5 -0.20
C 3.67686 -3.17854 6.48275 0.0 0.0 0.2 -0.18
O 2.45003 -2.71786 7.04108 0.1 0.1 -0.1 -0.13
C 1.68923 -1.81274 6.24674 -0.2 -0.1 0.1 -0.18
C 1.01565 -2.46767 5.05478 0.3 0.3 -0.2 -0.20
O 1.94961 -2.67835 4.00383 0.1 -0.2 0.1 -0.21
C 1.58053 -3.75755 3.16763 0.1 0.2 0.0 -0.11
H 6.26724 -0.08554 5.65160 0.0 0.1 0.1 0.09
H 4.94171 0.66818 4.73377 0.0 -0.1 0.0 0.09
H 4.79048 0.49678 6.49011 0.1 0.0 0.1 0.09
H 4.76947 -1.57656 7.40279 0.0 0.0 0.0 0.13
H 5.74008 -2.60527 6.30420 0.0 -0.1 0.2 0.13
H 4.01016 -3.97966 7.14744 0.0 0.1 0.1 0.13
H 3.51838 -3.62698 5.50098 0.1 0.2 -0.1 0.12
H 2.28720 -0.94915 5.95140 0.0 -0.1 -0.2 0.12
H 0.90302 -1.44282 6.90970 0.0 -0.1 0.0 0.13
H 0.22728 -1.80667 4.67211 -0.2 -0.1 0.2 0.12
H 0.56866 -3.41747 5.36865 0.0 0.0 0.0 0.13
H 1.50999 -4.68622 3.74486 -0.1 0.0 0.0 0.09
H 2.35859 -3.88165 2.41469 0.0 0.1 0.0 0.09
H 0.62806 -3.55268 2.66769 -0.1 -0.1 0.0 0.07
```
Positions in Å, forces in eV/Å.

Properties
Calculated total energy   -65985.4832 eV
Molecular weight   579.60 g mol⁻¹
HOMO-LUMO gap   0.272 Ha
SMILES   N#C[C@H](COCOCCO)[C@@](C#N)(ON=O)S(=O)(=O)F.COCCOCCOC.COCCOCCOC

---

Entry 2:
Density functional theory data (ωB97M-V/def2-TZVPD) for one molecule with the formula C20H38N4O2.

XYZ file:
```
64
Properties=species:S:1:pos:R:3:forces:R:3:lowdin_charge:R:1
O -1.56389 1.49919 2.22091 -0.4 0.0 0.3 0.05
C -0.61968 1.59340 1.45398 0.4 0.0 -0.3 -0.54
N -0.78114 1.79588 0.10739 0.1 0.1 -0.1 0.08
C -2.09622 1.63033 -0.47439 -0.1 -0.2 0.1 -0.18
C -2.36380 0.17022 -0.86183 -0.1 0.3 -0.1 -0.18
C -3.34191 0.00689 -2.02605 0.1 -0.3 0.2 -0.20
C -3.11778 -1.30472 -2.78989 -0.1 0.2 -0.2 -0.21
C -2.19455 -1.16059 -4.00423 0.1 -0.1 0.3 -0.19
C -0.76596 -0.71052 -3.69550 -0.1 0.2 -0.2 -0.18
N -0.09536 -1.64653 -2.82159 -0.1 -0.2 -0.2 0.09
C 0.78735 -1.24738 -1.86345 0.1 -0.4 -0.1 -0.52
O 0.96964 -0.06305 -1.60516 0.0 0.5 0.1 0.02
N 1.44884 -2.23948 -1.19684 0.2 0.0 0.0 -0.05
C 1.17206 -3.64847 -1.34450 -0.3 -0.3 -0.1 -0.16
C -0.15562 -4.10250 -0.71259 0.0 0.2 0.0 -0.17
C -0.52446 -3.31099 0.54486 0.1 -0.2 0.0 -0.19
C 0.63124 -3.10928 1.53033 -0.1 0.3 0.0 -0.19
C 1.42317 -1.82981 1.25718 0.2 -0.2 -0.2 -0.17
C 2.23681 -1.86637 -0.03868 0.1 0.4 0.3 -0.15
N 0.67654 1.52869 1.90365 0.0 -0.1 0.2 -0.07
C 0.86072 1.57470 3.33812 -0.2 0.0 0.3 -0.16
C 0.62429 2.96485 3.95866 -0.1 0.0 -0.1 -0.17
C 0.84329 4.13189 2.99396 0.2 -0.1 0.2 -0.20
C 2.16832 4.09516 2.22603 -0.2 0.1 -0.2 -0.20
C 2.06272 3.33678 0.90288 0.2 -0.2 0.2 -0.18
C 1.83675 1.83578 1.09833 0.1 0.3 -0.5 -0.17
H -0.03413 1.48966 -0.50210 0.0 0.0 0.1 0.09
H -2.82598 1.98305 0.25626 0.0 0.0 -0.2 0.12
H -2.14222 2.26960 -1.36219 -0.1 0.0 0.0 0.12
H -1.40697 -0.26504 -1.14119 0.0 0.0 0.0 0.07
H -2.72706 -0.37337 0.01207 0.1 -0.1 0.0 0.12
H -4.36389 0.04129 -1.64513 0.0 0.1 -0.1 0.11
H -3.23032 0.84264 -2.72062 0.0 0.1 -0.1 0.11
H -4.07581 -1.68143 -3.15550 0.0 -0.1 0.0 0.11
H -2.71293 -2.05441 -2.10749 0.0 -0.1 0.0 0.10
H -2.15082 -2.12322 -4.52290 0.0 0.0 -0.1 0.11
H -2.62871 -0.43639 -4.69645 0.0 0.0 -0.1 0.11
H -0.21503 -0.61312 -4.64255 -0.1 0.1 0.2 0.12
H -0.75352 0.26132 -3.20152 0.0 0.0 -0.1 0.12
H -0.10761 -2.60668 -3.11832 0.0 0.0 0.1 0.12
H 1.20363 -3.93269 -2.40316 0.1 0.0 0.1 0.12
H 1.99574 -4.17582 -0.85803 0.0 0.1 -0.1 0.12
H -0.97301 -4.00227 -1.43011 0.0 -0.1 0.0 0.09
H -0.06522 -5.16283 -0.46754 0.0 0.0 0.0 0.11
H -1.33933 -3.84136 1.04194 -0.1 0.1 0.0 0.11
H -0.90811 -2.33042 0.25736 -0.1 0.0 0.0 0.10
H 1.29374 -3.97768 1.51779 0.1 -0.1 0.1 0.11
H 0.21734 -3.02932 2.53743 0.0 -0.1 0.0 0.11
H 2.11385 -1.64703 2.08279 0.0 0.1 0.1 0.11
H 0.72843 -0.98951 1.21684 0.0 0.1 0.0 0.10
H 3.06093 -2.58042 0.05171 0.0 0.0 0.0 0.12
H 2.65495 -0.87644 -0.23091 0.1 -0.2 0.0 0.11
H 0.15925 0.86549 3.78482 0.2 0.0 0.0 0.12
H 1.87690 1.23249 3.54746 0.0 0.0 -0.1 0.11
H -0.40620 3.02022 4.31090 0.0 0.0 0.1 0.10
H 1.28262 3.07323 4.82352 0.0 0.0 0.1 0.11
H 0.02008 4.15796 2.27733 -0.1 0.1 0.0 0.11
H 0.79079 5.05306 3.57956 -0.1 0.0 0.0 0.11
H 2.94713 3.64969 2.84920 0.1 0.0 0.1 0.11
H 2.47480 5.12023 2.00325 0.1 0.0 0.0 0.10
H 2.98128 3.47300 0.32747 0.0 0.0 -0.1 0.11
H 1.23592 3.74822 0.32088 0.0 0.0 -0.1 0.11
H 1.75732 1.34607 0.12494 0.1 -0.1 0.1 0.09
H 2.70454 1.40570 1.60961 -0.1 0.0 -0.1 0.12
```
Positions in Å, forces in eV/Å.

Properties
Relative energy (zero: lowest compared OMol25 entry of this formula, charge and spin)   0.0 kcal/mol
Calculated total energy   -31414.6087 eV
Molecular weight   366.55 g mol⁻¹
HOMO-LUMO gap   0.334 Ha
SMILES   O=C(NCCCCCCNC(=O)N1CCCCCC1)N1CCCCCC1

---

Entry 3:
Density functional theory data (ωB97M-V/def2-TZVPD) for C20H39AsCrF6N4O4 as an isolated structure.

XYZ file:
```
75
Properties=species:S:1:pos:R:3:forces:R:3:lowdin_charge:R:1
Cr -0.12632 -0.04058 -0.69102 0.0 -0.1 -0.5 1.03
C 0.45068 -3.02649 1.81884 0.0 0.0 0.0 -0.03
C -0.58877 -2.81748 0.73441 0.1 0.0 -0.2 -0.24
C -1.96298 -2.33945 1.30137 0.0 -0.1 0.1 -0.07
C -2.22865 -1.27318 2.42935 0.0 0.2 -0.1 -0.43
C -3.69774 -0.88836 2.36071 0.0 0.0 0.0 -0.01
C -1.87771 -1.79539 3.82152 0.0 0.0 0.0 -0.01
N -1.34269 0.01177 2.27771 0.0 -0.1 -0.3 0.11
C -1.84387 1.37408 1.82425 0.1 -0.1 0.1 -0.05
C -0.87441 2.23514 0.96804 0.0 0.0 -0.1 -0.09
N -0.65806 1.92922 -0.50813 -0.1 0.1 -0.1 -0.16
C -1.98577 1.98180 -1.18130 0.0 0.1 0.1 -0.05
C -2.74790 0.73951 -0.79317 0.1 -0.2 -0.1 -0.51
O -3.92088 0.56237 -0.85957 0.1 0.1 0.0 0.20
O -1.89749 -0.22641 -0.33773 -0.2 0.2 0.1 -0.18
C 0.37511 2.91209 -1.11282 -0.1 -0.1 0.0 -0.25
C -0.11557 3.58562 -2.38919 0.0 0.0 0.0 -0.02
C 1.81653 2.35859 -1.24737 0.0 0.0 0.0 -0.07
C 2.25668 1.16599 -2.14650 0.0 -0.1 0.1 -0.48
C 1.75955 1.18220 -3.58531 0.0 0.1 0.0 -0.01
C 3.78954 1.16149 -2.17750 0.0 0.1 0.0 -0.01
N 1.81960 -0.06709 -1.37816 0.0 0.0 0.1 -0.08
C 2.01354 -1.44805 -1.88492 0.0 0.1 0.0 -0.10
C 1.39977 -2.38842 -0.83692 -0.1 0.0 0.1 -0.10
N -0.05022 -2.08397 -0.54043 0.0 -0.1 -0.1 -0.17
C -0.89830 -2.52197 -1.68898 0.1 -0.1 0.1 -0.04
C -0.84753 -1.53511 -2.83769 0.0 0.3 -0.1 -0.48
O -1.13510 -1.75399 -3.96472 0.0 -0.1 0.1 0.22
O -0.45180 -0.27710 -2.43563 -0.1 -0.3 0.1 -0.14
H -0.02554 -3.58255 2.62586 0.0 0.0 0.0 0.10
H 0.82991 -2.09785 2.23521 0.0 0.0 0.0 0.05
H 1.29218 -3.62842 1.48656 0.0 0.0 0.0 0.10
H -0.82573 -3.80353 0.32504 0.0 0.0 0.0 0.15
H -2.34966 -3.25039 1.76554 0.0 0.0 0.0 0.14
H -2.64513 -2.13772 0.48275 0.0 0.0 0.0 0.10
H -4.29729 -1.77242 2.57762 0.0 0.0 0.0 0.12
H -3.98786 -0.53207 1.37166 0.0 0.0 0.0 0.08
H -3.94805 -0.13840 3.11276 0.0 0.0 0.0 0.11
H -2.37814 -2.74611 3.99892 0.0 0.0 0.0 0.11
H -2.22321 -1.09456 4.58409 0.0 0.0 0.0 0.11
H -0.80674 -1.95119 3.95464 0.0 0.0 0.0 0.08
H -0.82618 0.15740 3.14613 -0.1 -0.1 0.0 0.14
H -0.63393 -0.30535 1.62619 0.3 0.3 0.3 0.07
H -1.99869 1.95081 2.73550 0.0 0.0 0.0 0.15
H -2.82378 1.24788 1.38364 0.0 0.0 0.0 0.11
H 0.10266 2.28800 1.43488 0.0 0.0 0.0 0.10
H -1.30305 3.24052 1.00030 0.0 0.0 0.0 0.15
H -1.85569 1.95650 -2.26103 0.0 0.0 0.0 0.14
H -2.54712 2.87940 -0.92013 0.0 0.0 0.0 0.16
H 0.46001 3.69650 -0.35683 0.0 0.0 0.0 0.15
H -0.27812 2.89493 -3.21264 0.0 0.0 0.0 0.08
H 0.65617 4.28726 -2.70444 0.0 0.0 0.0 0.11
H -1.02141 4.16778 -2.22897 0.0 0.0 0.0 0.10
H 2.21109 2.16846 -0.24675 0.0 0.0 0.0 0.10
H 2.38469 3.22351 -1.59733 0.0 0.0 0.0 0.14
H 2.09332 2.11111 -4.04854 0.0 0.0 0.0 0.11
H 0.68544 1.10542 -3.69571 0.0 0.0 0.0 0.07
H 2.21760 0.37016 -4.15222 0.0 0.0 0.0 0.10
H 4.14638 2.03815 -2.71735 0.0 0.0 0.0 0.11
H 4.16411 0.28570 -2.70829 0.0 0.0 0.0 0.10
H 4.22388 1.18377 -1.17774 0.0 0.0 0.0 0.09
H 2.36082 -0.01076 -0.51702 0.0 0.0 0.0 0.09
H 3.07560 -1.68605 -1.96697 0.0 0.0 0.0 0.15
H 1.58249 -1.54679 -2.87735 0.0 0.0 0.0 0.13
H 1.95322 -2.25069 0.08779 0.0 0.0 0.0 0.11
H 1.50138 -3.43275 -1.14051 0.0 0.0 0.0 0.15
H -1.93623 -2.56287 -1.36125 0.0 0.0 -0.1 0.14
H -0.60712 -3.51647 -2.02956 0.0 0.0 0.0 0.16
F 0.85989 0.09887 0.90846 0.0 -0.1 0.2 -0.37
As 2.63997 0.64450 2.64546 0.4 0.1 0.4 0.92
F 2.16527 2.21285 2.17451 -0.1 -0.1 -0.1 -0.18
F 3.55489 0.55177 1.20874 -0.1 0.0 -0.1 -0.18
F 3.79422 1.03950 3.76881 0.0 0.0 0.0 -0.10
F 2.71179 -1.04791 2.72732 -0.1 0.0 -0.1 -0.17
F 1.22242 0.57725 3.61311 0.0 0.0 -0.2 -0.19
```
Positions in Å, forces in eV/Å.

Properties
Relative energy (zero: lowest compared OMol25 entry of this formula, charge and spin)   0.0 kcal/mol
Calculated total energy   -141077.7405 eV
Molecular weight   640.46 g mol⁻¹
HOMO-LUMO gap (spin up / spin down)   0.273 / 0.332 Ha
Spin multiplicity   3
Net charge   +2

---

Entry 4:
Density functional theory data (ωB97M-V/def2-TZVPD) for C20H39BeF6NO3PS3SbSi3 as an isolated structure.

XYZ file:
```
78
Properties=species:S:1:pos:R:3:forces:R:3:lowdin_charge:R:1
Be -0.36982 1.85306 0.44149 -0.2 0.3 0.7 -0.05
O 2.67596 1.18095 2.99196 0.0 0.1 0.1 -0.28
S 2.35191 1.88386 1.78647 -0.1 0.0 -0.1 0.68
O 2.13892 3.30374 1.86489 0.0 0.0 0.1 -0.28
N 1.04896 1.15699 1.04944 0.0 0.2 -0.2 -0.16
C 1.40448 0.71899 -0.20945 0.1 -0.1 -0.2 -0.70
S 0.03233 0.30603 -1.18028 0.0 -0.3 0.0 0.73
C 2.77856 0.89357 -0.57350 -0.1 -0.1 0.1 -0.23
C 3.45988 0.58268 -1.75263 0.0 0.0 0.0 -0.03
C 4.81407 0.85419 -1.82076 0.0 0.0 0.0 -0.05
C 5.49612 1.42964 -0.74549 0.0 0.0 0.0 -0.05
C 4.82311 1.76352 0.42273 0.0 0.0 0.0 -0.02
C 3.47154 1.49361 0.48104 0.1 0.0 0.0 -0.21
H 2.93475 0.14355 -2.59129 0.0 0.0 0.0 0.12
H 5.35797 0.61872 -2.72552 0.0 0.0 0.0 0.11
H 6.55573 1.62655 -0.82741 0.0 0.0 0.0 0.11
H 5.33599 2.22418 1.25567 0.0 0.0 0.0 0.13
O -0.20674 3.28725 -0.15122 0.1 -0.2 -0.2 -0.46
S -0.95054 4.59805 0.18038 0.0 -0.1 0.2 1.12
C 0.37350 5.77158 0.57575 0.1 0.0 0.0 -0.27
C 0.58079 6.66196 -0.64927 0.0 0.0 0.0 -0.21
C -0.77574 6.75082 -1.34914 0.0 0.0 0.0 -0.22
C -1.27739 5.31536 -1.44112 0.0 0.1 0.0 -0.29
H 1.23178 5.16071 0.86528 -0.1 0.0 0.0 0.08
H 0.02495 6.32569 1.44586 0.0 0.0 0.0 0.10
H 1.31801 6.21123 -1.31513 0.0 0.0 0.0 0.12
H 0.95379 7.64124 -0.35396 0.0 0.0 0.0 0.12
H -0.71386 7.20088 -2.33846 0.0 0.0 0.0 0.12
H -1.46763 7.35415 -0.75760 0.0 0.0 0.0 0.12
H -0.68060 4.71572 -2.13011 0.0 0.0 0.0 0.11
H -2.33421 5.20075 -1.66834 0.0 0.0 0.0 0.10
C -3.72936 -1.85427 -2.02075 0.0 0.1 0.1 -0.20
Si -3.13773 -2.61925 -0.43039 0.1 0.0 0.1 0.41
C -2.96322 -4.47235 -0.57152 0.0 0.0 -0.1 -0.22
C -4.00646 -2.18083 1.15506 0.1 -0.1 0.1 -0.20
Sb -0.62559 -1.89438 -0.08230 0.1 -0.1 -0.2 1.05
Si 0.19331 -2.06700 2.38706 -0.1 0.1 0.0 0.39
C 2.04085 -1.95446 2.42731 0.0 0.0 -0.1 -0.18
C -0.72168 -0.79071 3.36469 0.0 0.0 0.1 -0.19
C -0.43173 -3.80293 2.68782 0.0 0.0 0.0 -0.22
Si 0.90280 -3.34896 -1.59376 0.0 0.0 0.0 0.35
C 0.34747 -2.91990 -3.32003 0.0 0.0 0.0 -0.22
C 2.67550 -2.87956 -1.24755 0.0 0.1 0.0 -0.20
C 0.66175 -5.16029 -1.22637 0.0 0.0 0.0 -0.21
H -4.69316 -1.36661 -1.87042 0.0 0.0 0.0 0.04
H -3.84076 -2.62363 -2.78542 0.0 0.0 0.0 0.04
H -3.04394 -1.09198 -2.38653 0.0 0.0 -0.1 0.02
H -3.94424 -4.92518 -0.40729 0.0 0.0 0.0 0.05
H -2.28671 -4.88688 0.17675 0.0 0.0 0.0 0.02
H -2.62011 -4.77617 -1.55995 0.0 0.0 0.0 0.03
H -5.02139 -1.83537 0.95152 0.0 0.0 0.0 0.05
H -3.50842 -1.37901 1.69812 -0.1 -0.2 0.0 -0.01
H -4.06870 -3.06300 1.79327 0.0 0.0 0.0 0.04
H 2.36616 -0.91570 2.49044 0.0 -0.1 0.0 0.00
H 2.50307 -2.42165 1.55855 0.0 -0.1 0.0 0.02
H 2.39903 -2.47476 3.31896 0.0 0.0 0.0 0.05
H -0.54953 0.20677 2.96418 0.0 0.0 0.0 0.01
H -0.36797 -0.79813 4.39843 0.0 0.0 0.0 0.05
H -1.79374 -0.99110 3.36793 0.0 0.0 0.0 0.03
H -0.03455 -4.51987 1.96835 0.0 0.0 0.0 0.02
H -1.52137 -3.84517 2.65813 0.0 0.0 0.0 0.03
H -0.11650 -4.13046 3.68113 0.0 0.0 0.0 0.05
H 0.38024 -1.84502 -3.50272 0.0 0.0 0.0 0.02
H -0.67464 -3.26233 -3.49197 0.0 0.0 0.0 0.03
H 0.99208 -3.40546 -4.05537 0.0 0.0 0.0 0.04
H 2.80440 -1.83402 -0.96511 0.0 0.0 0.0 0.00
H 3.27753 -3.05811 -2.14107 0.0 0.0 0.0 0.05
H 3.07842 -3.50042 -0.44619 0.0 0.0 0.0 0.04
H -0.35020 -5.50786 -1.42056 -0.1 0.0 0.0 0.02
H 0.92131 -5.40736 -0.19655 0.0 0.0 0.0 0.03
H 1.33722 -5.72383 -1.87483 0.0 0.0 0.0 0.05
F -1.66540 1.60776 1.29598 0.2 0.0 -0.1 -0.16
P -3.43237 1.59731 0.81152 -0.1 0.1 -0.1 0.24
F -2.93889 2.35731 -0.52051 0.0 0.0 0.1 -0.14
F -3.64942 0.80594 2.16715 0.0 0.1 0.0 -0.10
F -3.53307 2.98421 1.56028 0.0 0.0 0.0 -0.10
F -3.06247 0.19990 0.08455 0.0 0.2 -0.2 -0.22
F -4.93437 1.54560 0.36974 0.1 0.0 0.0 -0.07
```
Positions in Å, forces in eV/Å.

Properties
Relative energy (zero: lowest compared OMol25 entry of this formula, charge and spin)   0.0 kcal/mol
Calculated total energy   -117682.9539 eV
Molecular weight   797.73 g mol⁻¹
HOMO-LUMO gap (spin up / spin down)   0.221 / 0.300 Ha
Spin multiplicity   2
Net charge   +1

---

Question: Which of these has the highest calculated total energy?
Answer: C20H38N4O2